The following is a DFT calculation (ωB97M-V with the def2-TZVPD basis set) of C4H7N3S in the gas phase in a non-equilibrium geometry.

Properties
Frontier orbital gap ... 7.98 eV
LUMO energy ... 0.550 eV
Molar mass ... 129.19 g/mol
Energy above the lowest of the compared OMol25 structures with the same formula, charge and spin ... 42.82 kcal/mol
Structure (SMILES) ... [H]/N=c1/[nH]cc(S)n1C

```
! RIJCOSX wB97M-V def2-TZVPD def2/J DEFGRID3
* xyz 0 1
H -2.3133 1.2478 -0.3655
C 1.0363 -0.6521 -0.1210
C 0.1058 1.6858 -0.0475
N -2.3566 0.1954 -0.1347
H -1.5182 -2.5617 0.0689
H 1.0841 1.9684 -0.1792
S 2.7317 -0.1654 -0.1587
H 2.6935 0.4047 1.1669
H -0.1636 2.1475 0.9444
C 0.4606 -1.8321 -0.0749
H -0.6149 2.1545 -0.7193
H 0.9462 -2.8337 -0.2162
N -0.9001 -1.6843 0.0131
N 0.0155 0.2886 -0.1523
C -1.2071 -0.3634 -0.0242
*
```

These are the Löwdin partial charges, in e, on atoms 1 to 6: 0.05, -0.67, -0.08, 0.08, 0.20, 0.03



The following is a DFT calculation (ωB97M-V with the def2-TZVPD basis set) of a molecular structure, C5H38N3O12 in a non-equilibrium geometry.

Properties
Frontier orbital gap ... 9.48 eV
LUMO energy ... -2.379 eV
Molar mass ... 332.37 g/mol
Energy above the lowest of the compared OMol25 structures with the same formula, charge and spin ... 106.30 kcal/mol

```
! RIJCOSX wB97M-V def2-TZVPD def2/J DEFGRID3
* xyz 1 1
H 2.3353 1.1675 -2.5962
H 2.3969 1.4645 4.0617
H -0.7146 -4.1516 -0.5673
O -3.3085 -0.3000 -1.4956
C 1.2115 1.2126 -2.4084
H 0.2852 0.9549 -4.2777
H -3.5434 -0.8621 -2.2594
H 5.0406 0.0536 2.6228
O 3.1927 1.9514 3.7310
H -2.3347 -0.0854 1.5196
H 0.0321 -1.5338 -3.0512
O 0.9561 0.7555 4.4528
H -1.7632 -2.0061 0.4055
H 3.5948 0.2859 2.7181
N 0.7297 -1.0508 -3.6244
H 2.8260 2.6469 3.1461
H -0.1328 2.6138 0.1021
H -0.1161 -0.2190 0.3914
H -0.7245 0.4623 -2.8716
H 1.6046 -0.1265 -0.7963
O -2.5965 1.9847 -2.1925
H 1.8973 1.5112 -0.4327
H -3.1870 -2.4604 0.8230
H -2.7058 1.7112 -3.0899
C -1.8276 1.9565 1.2083
H -1.0099 0.4432 -0.9256
H 3.9029 -2.7387 0.1857
O 1.0893 -3.1504 1.5950
O -0.9732 -1.6924 -2.6444
H 3.8840 -1.4624 1.0272
H -3.4524 -0.8968 -0.7287
H 0.4499 0.1711 3.8576
O -0.9764 3.8359 -1.0677
H -1.4803 3.1603 -1.5637
H -1.6655 4.5275 -1.0640
C 0.2822 0.4070 -3.3344
H -2.0970 3.0011 1.3989
H -1.0347 -0.8498 -2.1836
H 0.3459 1.4121 4.7963
H 0.8149 -1.1118 -4.6311
N -0.7124 1.8607 0.5294
H -3.3830 1.0950 2.2358
O 4.2543 -0.1212 2.1134
N -2.5768 0.9259 1.6639
H -0.6937 -2.7376 -1.2400
O -0.2691 -1.3367 3.2476
H 1.9416 -2.7715 1.2636
H 0.9054 2.2600 -2.5392
O -0.7177 -3.2201 -0.4061
C -0.2097 0.7114 -0.2282
O -2.6068 -1.6823 0.7449
H 0.1446 -2.0809 2.7707
C 1.1474 0.8858 -0.9320
H -0.4972 -1.6881 4.1400
O 3.3296 -1.9875 0.4180
H 0.5736 -3.2702 0.7580
H 1.4664 -1.3755 -3.0335
H -3.3243 1.5401 -1.7434
*
```

These are the Löwdin partial charges, in e, on atoms 1 to 6: 0.15, -0.01, 0.08, -0.09, -0.18, 0.13



The following is a DFT calculation (ωB97M-V with the def2-TZVPD basis set) of a molecular structure, C5H7N4 in a non-equilibrium geometry.

Properties
Frontier orbital gap (alpha / beta) ... 7.47 / 7.72 eV
LUMO energy (alpha / beta) ... -5.896 / -5.652 eV
Molar mass ... 123.14 g/mol
Energy above the lowest of the compared OMol25 structures with the same formula, charge and spin ... 95.00 kcal/mol

```
! RIJCOSX wB97M-V def2-TZVPD def2/J DEFGRID3
* xyz 1 1
C -0.2345 1.1866 0.3394
H 1.4979 -2.3230 2.5988
C -1.4020 1.1383 -1.3430
H -1.9093 0.9837 -2.2432
N -1.2425 1.9263 0.7449
H 0.5818 -0.8641 -2.0604
H 1.6283 0.2485 -1.2913
H 1.3353 -2.3271 -0.2105
N -0.3261 0.4827 -0.7935
H 0.8241 -1.0218 3.1110
C 1.0001 -0.8997 1.1335
C -1.9041 2.0259 -0.4439
C 0.7688 -0.3562 -1.2037
N 1.1908 -1.4308 2.3303
N 0.9909 -1.3075 -0.1032
H -2.7996 2.5383 -0.5650
*
```

These are the Löwdin partial charges, in e, on atoms 1 to 6: -0.01, 0.12, -0.03, 0.12, 0.15, 0.12